The following is a DFT calculation (the ωB97M-V functional and the def2-TZVPD basis) of an isolated molecule of C16H25BrN2O4S.

```
49
Properties=species:S:1:pos:R:3:forces:R:3
C -3.5359 -4.0004 1.1104 -0.1 -0.1 0.0
O -2.4407 -3.2112 0.7268 0.2 0.3 -0.1
C -1.2150 -3.9145 0.7485 0.4 -0.1 0.1
C -0.0671 -2.9787 0.3786 -0.4 -0.1 -0.2
C -0.1813 -2.4551 -1.0552 0.3 -0.1 0.1
N -1.2390 -1.4750 -1.1417 -0.2 -0.2 0.1
C -1.0008 -0.1720 -1.3554 -0.5 -0.1 -0.2
O 0.0656 0.2494 -1.7838 0.3 0.1 -0.1
C -2.1833 0.7253 -1.0351 0.2 0.3 -0.1
C -2.0929 2.1001 -1.7038 -0.1 0.1 0.1
C -2.3875 3.2647 -0.7572 0.1 -0.1 0.1
C -1.4267 3.4102 0.4258 0.0 0.2 -0.2
C 0.0440 3.6198 0.0414 -0.3 0.4 0.6
N 0.8030 2.4018 -0.1519 0.2 -0.6 0.5
S 1.0625 1.4553 1.1787 0.4 -0.1 -0.3
O 0.1425 0.3467 1.2700 0.2 0.0 -0.2
O 1.1824 2.3060 2.3276 0.1 0.3 -0.1
C 2.6828 0.8146 0.7669 -0.5 0.0 0.1
C 2.8881 -0.5393 0.5991 -0.1 0.0 0.0
C 4.1480 -1.0051 0.2619 0.1 0.1 0.0
C 5.1765 -0.0909 0.1030 0.1 -0.1 0.0
Br 6.9067 -0.7198 -0.3576 -0.1 0.0 0.0
C 4.9769 1.2709 0.2733 0.0 0.0 0.0
C 3.7126 1.7221 0.6080 0.1 0.0 0.0
H -3.4132 -4.3797 2.1319 0.0 0.0 0.0
H -4.4150 -3.3609 1.0654 0.0 -0.1 0.0
H -3.6683 -4.8531 0.4324 0.0 0.0 0.0
H -1.2622 -4.7578 0.0397 0.0 0.1 0.1
H -1.0459 -4.3283 1.7546 -0.1 0.0 -0.1
H -0.0745 -2.1220 1.0566 0.1 -0.1 0.1
H 0.8675 -3.5289 0.4985 0.0 0.0 0.0
H -0.3904 -3.2797 -1.7464 0.1 0.0 0.0
H 0.7422 -1.9591 -1.3636 -0.1 -0.1 0.0
H -2.0822 -1.7452 -0.6524 0.0 0.2 -0.1
H -2.1632 0.8284 0.0523 -0.1 0.0 0.0
H -3.1095 0.2139 -1.2998 0.0 0.0 0.1
H -2.7995 2.1463 -2.5358 0.1 0.0 0.0
H -1.0953 2.2217 -2.1300 -0.1 0.0 -0.1
H -2.3618 4.1906 -1.3378 -0.1 0.0 0.0
H -3.4014 3.1542 -0.3633 -0.1 0.1 0.0
H -1.4719 2.5383 1.0809 -0.1 0.1 0.1
H -1.7527 4.2709 1.0138 0.0 0.0 0.1
H 0.1284 4.2191 -0.8690 0.1 0.0 0.0
H 0.5489 4.1424 0.8574 -0.1 0.2 -0.2
H 0.5004 1.8041 -0.9205 0.1 -0.2 -0.2
H 2.0585 -1.2122 0.7356 -0.1 -0.1 0.0
H 4.3311 -2.0600 0.1248 0.0 0.0 0.0
H 5.7967 1.9608 0.1442 0.0 0.0 0.0
H 3.5119 2.7711 0.7524 0.1 0.2 0.0
```
Forces are in eV/Å.

Output
HOMO-LUMO gap ... 0.362 hartree
SMILES ... COCCCNC(=O)CCCCCNS(=O)(=O)c1ccc(Br)cc1
Electronic energy ... -109045.88735 eV
Energy relative to the best compared isomer or geometry (same formula, charge and spin) ... 0.00 kJ/mol